(1)
The following is a quantum chemistry calculation of an isolated molecule of C6H7F5O3, from OMol25.

The value obtained for the molar mass is 222.1 g mol⁻¹. The SMILES is C[C@@H](F)C(=O)O[C@H](F)COC(F)(F)F. The gap between HOMO and LUMO is 11.7 eV. The electronic energy comes out at -26065.185 eV.

Structure (ORCA input):
```
! RIJCOSX wB97M-V def2-TZVPD def2/J DEFGRID3
* xyz 0 1
C 2.408 -0.307 0.681
C 2.241 1.053 0.026
F 3.001 1.093 -1.138
C 0.824 1.472 -0.378
O 0.327 2.466 0.038
O 0.185 0.730 -1.332
C -0.143 -0.630 -1.151
F -0.839 -0.956 -2.255
C -0.996 -0.869 0.109
O -2.367 -1.023 -0.237
C -3.225 -0.185 0.368
F -2.952 1.102 0.109
F -3.196 -0.318 1.711
F -4.448 -0.463 -0.058
H 1.569 -0.538 1.346
H 2.491 -1.087 -0.078
H 3.313 -0.314 1.289
H 2.596 1.847 0.687
H 0.751 -1.257 -1.144
H -0.873 -0.030 0.801
H -0.668 -1.785 0.606
*
```


(2)
The following is a quantum chemistry calculation of a cluster of 3 separate species, C2H10N2O2 in total, from OMol25.

The value obtained for the molar mass is 94.1 g mol⁻¹. The SMILES is N/C=C/N.O.O. The gap between HOMO and LUMO is 8.2 eV. The electronic energy comes out at -9310.297 eV. The energy above the lowest of the compared OMol25 structures with the same formula, charge and spin is 1.2721 eV.

Structure (ORCA input):
```
! RIJCOSX wB97M-V def2-TZVPD def2/J DEFGRID3
* xyz 0 1
N 0.559 1.115 0.657
C -0.715 0.754 0.290
C -0.916 0.218 -0.916
N -2.193 -0.312 -1.271
H 1.310 1.147 -0.053
H 0.836 1.629 1.500
H -1.570 0.896 1.082
H -0.263 0.099 -1.787
H -2.490 0.116 -2.131
H -2.947 -0.068 -0.624
O 0.393 -1.513 2.234
H 0.306 -0.870 1.507
H 0.075 -2.331 1.816
O 2.673 -0.071 -1.038
H 2.874 -0.007 -0.104
H 2.067 -0.801 -1.163
*
```


(3)
The following is a quantum chemistry calculation of an isolated molecule of C8H10O2, from OMol25.

The value obtained for the molar mass is 138.2 g mol⁻¹. The gap between HOMO and LUMO (alpha / beta) is 6.6 / 6.6 eV. The electronic energy comes out at -12546.422 eV. The energy above the lowest of the compared OMol25 structures with the same formula, charge and spin is 7.2389 eV.

Structure (ORCA input):
```
! RIJCOSX wB97M-V def2-TZVPD def2/J DEFGRID3
* xyz 0 1
C -1.042 2.241 0.405
C -1.092 1.049 0.301
C -3.295 -0.268 -0.828
C -2.414 -1.003 -0.114
C 1.025 -0.588 1.149
C 1.507 -0.549 -0.348
C -1.239 -0.335 0.496
C 2.801 0.267 -0.447
O -0.311 -1.006 1.064
O 0.597 -0.109 -1.156
H -0.765 3.198 0.260
H -4.206 -0.556 -1.267
H -2.885 0.773 -0.751
H -2.394 -2.063 -0.042
H 1.636 -1.291 1.791
H 1.017 0.474 1.600
H 1.853 -1.672 -0.590
H 2.632 1.362 -0.274
H 3.072 0.304 -1.433
H 3.504 -0.229 0.183
*
```


(4)
The following is a quantum chemistry calculation of an isolated molecule of C4H10Br2N2, from OMol25.

The value obtained for the molar mass is 245.9 g mol⁻¹. The SMILES is CCN(Br)N(Br)CC. The gap between HOMO and LUMO (alpha / beta) is 7.3 / 7.3 eV. The electronic energy comes out at -147371.972 eV. The energy above the lowest of the compared OMol25 structures with the same formula, charge and spin is 2.0644 eV.

Structure (ORCA input):
```
! RIJCOSX wB97M-V def2-TZVPD def2/J DEFGRID3
* xyz 0 1
C 1.988 -0.142 -1.387
C 1.752 -0.626 0.037
N 0.451 -0.301 0.488
Br 0.545 -1.076 2.506
N -0.567 -0.314 -0.233
Br -1.208 -2.108 -1.466
C -1.814 0.067 0.326
C -1.765 1.599 0.633
H 3.054 -0.338 -1.685
H 1.236 -0.580 -1.900
H 1.808 0.888 -1.320
H 1.807 -1.832 0.037
H 2.560 -0.318 0.688
H -2.007 -0.486 1.224
H -2.679 -0.066 -0.274
H -1.244 2.143 -0.146
H -2.776 1.806 0.922
H -1.139 1.683 1.552
*
```


(5)
The following is a quantum chemistry calculation of a structure of composition C16H20N4O3, from OMol25.

The value obtained for the molar mass is 316.4 g mol⁻¹. The gap between HOMO and LUMO is 8.9 eV. The electronic energy comes out at -29006.835 eV. The energy above the lowest of the compared OMol25 structures with the same formula, charge and spin is 14.1316 eV.

Structure (ORCA input):
```
! RIJCOSX wB97M-V def2-TZVPD def2/J DEFGRID3
* xyz 0 1
C 1.945 -1.799 -2.524
C 1.755 -2.579 -1.368
H 1.186 -3.426 -1.643
H 2.772 -2.908 -0.928
O 1.173 -1.689 -0.069
C -0.070 -1.849 0.043
O -0.860 -2.483 -0.682
C -0.438 -0.874 1.136
C 0.335 -1.243 2.445
C -0.143 -0.341 3.555
C -1.074 0.483 3.131
C -0.786 1.445 1.985
H -1.966 2.063 1.724
H -0.128 2.055 2.164
C -0.393 0.650 0.782
C -1.229 0.605 -0.395
C -2.718 0.506 -0.704
N -2.736 0.755 -2.017
N -1.518 1.250 -2.816
C -0.627 1.005 -1.702
O 0.682 1.518 -1.868
C 1.550 1.143 -0.765
C 1.101 0.865 0.367
C 2.021 0.805 1.471
N 2.964 1.310 2.153
N 2.708 1.618 -1.198
H 2.728 2.168 -1.861
H 3.474 1.790 -0.471
H -3.541 0.657 -2.547
C -3.770 -0.007 0.038
H -4.550 0.467 -0.443
H -3.724 -0.909 0.065
H -3.605 0.360 1.025
H -1.562 1.254 4.119
H -2.193 -0.065 3.101
H 0.907 0.208 3.629
H -0.301 -0.750 4.436
H 1.310 -1.565 2.222
H 0.055 -2.378 2.687
H -1.394 -1.353 1.279
H 2.296 -2.438 -3.307
H 2.719 -1.121 -2.192
H 1.028 -1.397 -2.699
*
```


(6)
The following is a quantum chemistry calculation of a cluster of 11 separate species, C20H65N19O11 in total, from OMol25.

The value obtained for the molar mass is 747.9 g mol⁻¹. The SMILES is COC[C@H](C)N.COC[C@H](C)N.COC[C@H](C)N.NC(N)=O.NC(N)=O.NC(N)=O.NC(N)=O.NC(N)=O.NC(N)=O.NC(N)=O.NC(N)=O. The gap between HOMO and LUMO is 9.3 eV. The electronic energy comes out at -72627.328 eV. The energy above the lowest of the compared OMol25 structures with the same formula, charge and spin is 9.8213 eV.

Structure (ORCA input):
```
! RIJCOSX wB97M-V def2-TZVPD def2/J DEFGRID3
* xyz 0 1
C 3.656 3.955 3.904
O 4.493 3.320 4.809
C 5.260 2.282 4.174
C 6.435 2.706 3.221
C 7.106 1.489 2.516
N 7.551 3.310 3.964
H 3.059 3.288 3.281
H 4.299 4.508 3.220
H 3.144 4.742 4.456
H 5.636 1.669 4.993
H 4.623 1.523 3.721
H 6.042 3.345 2.430
H 8.017 1.685 1.952
H 6.384 1.054 1.824
H 7.503 0.706 3.162
H 7.036 3.879 4.622
H 7.960 2.654 4.614
C 1.362 1.096 -0.923
O 0.478 0.078 -0.423
C 1.042 -1.239 -0.357
C -0.074 -2.184 0.192
C -0.358 -1.839 1.644
N 0.384 -3.577 0.215
H 0.995 2.120 -0.849
H 1.502 1.063 -2.003
H 2.353 1.104 -0.468
H 1.457 -1.521 -1.325
H 1.947 -1.281 0.251
H -0.863 -2.059 -0.549
H -0.760 -0.829 1.729
H 0.559 -1.874 2.233
H -1.095 -2.515 2.078
H 0.826 -3.856 1.079
H -0.454 -4.137 0.270
C -0.217 5.577 -7.085
O -0.726 5.843 -8.430
C -0.443 7.192 -8.782
C -1.262 8.208 -7.985
C -2.766 8.198 -8.485
N -0.822 9.522 -8.078
H 0.725 5.986 -6.721
H -0.149 4.495 -6.964
H -0.931 5.813 -6.296
H 0.630 7.311 -8.935
H -0.741 7.271 -9.827
H -1.263 7.940 -6.929
H -3.105 7.168 -8.603
H -2.759 8.784 -9.404
H -3.356 8.767 -7.767
H 0.034 9.450 -7.548
H -1.329 10.233 -7.569
N 3.471 -5.159 5.032
C 4.398 -4.228 5.155
N 3.958 -3.406 6.097
O 5.495 -4.081 4.608
H 2.749 -5.172 5.738
H 3.691 -6.012 4.539
H 3.009 -3.368 6.442
H 4.596 -2.668 6.359
N -3.377 8.663 1.035
C -2.214 8.692 0.411
N -2.215 9.570 -0.493
O -1.323 7.928 0.635
H -4.170 9.225 0.760
H -3.513 7.790 1.525
H -3.037 10.134 -0.659
H -1.397 9.620 -1.084
N -1.274 -3.523 10.612
C -1.055 -3.870 9.418
N -1.614 -5.015 9.123
O -0.363 -3.213 8.644
H -1.990 -4.109 11.018
H -0.798 -2.712 10.979
H -2.351 -5.370 9.715
H -1.429 -5.481 8.246
N 2.755 -4.996 -6.471
C 1.729 -5.093 -5.697
N 1.980 -5.621 -4.518
O 0.610 -4.769 -6.017
H 2.659 -4.642 -7.412
H 3.687 -5.276 -6.203
H 2.974 -5.720 -4.370
H 1.362 -5.532 -3.725
N -5.925 -4.664 0.142
C -5.744 -5.912 -0.076
N -6.657 -6.305 -0.812
O -4.819 -6.560 0.359
H -5.405 -4.123 0.818
H -6.671 -4.222 -0.376
H -6.762 -7.283 -1.040
H -7.349 -5.650 -1.146
N 1.022 -10.928 5.075
C -0.124 -10.313 5.157
N -0.480 -10.036 3.899
O -0.593 -9.903 6.195
H 1.395 -11.130 4.158
H 1.422 -11.315 5.917
H -1.396 -9.652 3.714
H 0.095 -10.245 3.095
N -2.659 -0.548 -6.437
C -3.693 -0.442 -5.724
N -3.754 -1.452 -4.966
O -4.500 0.472 -5.645
H -2.318 0.225 -6.991
H -2.109 -1.386 -6.315
H -3.053 -2.178 -4.933
H -4.551 -1.460 -4.345
N -3.796 2.370 -0.755
C -4.442 2.401 0.383
N -3.642 2.702 1.340
O -5.679 2.545 0.514
H -4.353 2.214 -1.583
H -2.803 2.185 -0.743
H -4.042 2.929 2.239
H -2.645 2.653 1.189
*
```


(7)
The following is a quantum chemistry calculation of a cluster of 2 separate species, C9H18FN4O6S in total, from OMol25.

The value obtained for the molar mass is 329.3 g mol⁻¹. The gap between HOMO and LUMO is 8.3 eV. The electronic energy comes out at -41413.346 eV.

Structure (ORCA input):
```
! RIJCOSX wB97M-V def2-TZVPD def2/J DEFGRID3
* xyz 1 1
C 4.162 -1.888 -0.562
C 3.250 -2.760 -1.361
O 3.539 -3.612 -2.142
O 1.922 -2.488 -1.087
C 1.017 -3.260 -1.850
N -0.324 -2.802 -1.485
C -0.749 -1.550 -1.463
N 0.029 -0.533 -1.841
C 0.218 0.630 -0.966
O 1.565 1.024 -1.130
N 1.691 2.083 -0.056
O 2.447 1.782 0.744
N -2.068 -1.296 -1.111
C -2.361 -0.803 0.257
C -1.775 -1.764 1.278
O -1.967 -2.927 1.298
F -0.924 -1.166 2.123
H 5.179 -2.043 -0.919
H 4.093 -2.172 0.492
H 3.872 -0.839 -0.653
H 1.187 -3.164 -2.928
H 1.080 -4.318 -1.591
H -0.992 -3.521 -1.241
H 0.891 -0.813 -2.293
H 0.024 0.350 0.075
H -0.463 1.443 -1.246
H -2.601 -2.151 -1.249
H -2.029 0.224 0.426
H -3.447 -0.802 0.372
C -0.565 3.843 2.823
S -2.146 3.101 2.414
O -1.835 1.912 1.552
C -2.700 4.399 1.308
H -0.041 3.154 3.482
H 0.005 3.999 1.908
H -0.732 4.787 3.340
H -1.981 4.513 0.498
H -2.804 5.328 1.868
H -3.669 4.101 0.912
*
```


(8)
The following is a quantum chemistry calculation of an isolated molecule of C5H12O, from OMol25.

The value obtained for the molar mass is 88.1 g mol⁻¹. The SMILES is CC[C@@H](C)OC. The gap between HOMO and LUMO is 10.2 eV. The electronic energy comes out at -7424.484 eV. The energy above the lowest of the compared OMol25 structures with the same formula, charge and spin is 2.8277 eV.

Structure (ORCA input):
```
! RIJCOSX wB97M-V def2-TZVPD def2/J DEFGRID3
* xyz 0 1
C -0.437 1.070 -1.866
C 0.354 -0.053 -1.470
C -0.168 -0.511 -0.092
C 0.689 -1.567 0.618
O -0.166 0.528 0.769
C -0.481 0.788 2.108
H -0.298 1.054 -2.904
H 0.154 1.937 -1.513
H -1.484 1.100 -1.489
H 0.157 -0.949 -1.974
H 1.490 0.025 -1.418
H -1.265 -0.718 -0.341
H 1.222 -2.254 -0.052
H 1.529 -1.027 1.134
H 0.340 -2.279 1.346
H 0.369 1.474 2.368
H -0.771 -0.106 2.800
H -1.233 1.489 1.976
*
```